Record 1
This record from the Open Molecules 2025 dataset describes a structure of composition C27H29BF3N5O5S6Tc. The level of theory is wB97M-V/def2-TZVPD.

CARTESIAN COORDINATES (ANGSTROEM)
Tc -0.138 0.376 0.034
S -1.247 -4.226 -1.845
C -1.226 -2.801 -0.971
S -2.725 -2.695 -0.236
S 0.117 -1.738 -1.009
C 0.926 3.724 -3.327
N 1.583 3.771 -2.032
C 2.077 4.919 -1.446
C 2.693 4.527 -0.312
N 2.590 3.158 -0.200
B 3.486 2.325 0.815
N 2.701 2.046 2.145
C 2.771 2.843 3.267
C 2.079 2.244 4.261
N 1.577 1.073 3.732
C 0.789 0.090 4.461
C 1.990 0.949 2.452
S 1.657 -0.420 1.457
C 1.907 2.701 -1.263
S 1.496 1.065 -1.661
H 0.148 4.485 -3.374
H 0.491 2.737 -3.454
H 1.652 3.899 -4.121
H 1.956 5.888 -1.895
H 3.225 5.109 0.420
H 3.798 1.293 0.302
H 4.413 3.051 1.104
H 3.326 3.764 3.266
H 1.895 2.540 5.278
H 0.183 0.609 5.202
H 1.435 -0.634 4.956
H 0.145 -0.434 3.759
F -3.669 2.744 -5.497
C -4.276 2.781 -4.301
F -5.423 2.103 -4.410
F -4.582 4.062 -4.049
C -3.379 2.205 -3.232
C -3.398 0.856 -2.947
C -2.517 0.365 -1.995
N -1.655 1.144 -1.338
C -1.637 2.448 -1.640
C -2.481 3.022 -2.565
H -4.082 0.180 -3.438
H -2.521 -0.681 -1.733
H -0.883 3.043 -1.141
H -2.430 4.084 -2.760
O -2.702 1.226 2.288
C -2.227 0.092 2.307
O -1.381 -0.375 1.455
C -2.585 -0.888 3.392
C -3.517 -0.529 4.354
C -3.870 -1.401 5.389
C -3.245 -2.622 5.401
O -3.420 -3.646 6.289
C -2.524 -4.684 5.880
O -1.864 -4.253 4.692
C -2.315 -2.982 4.444
C -1.959 -2.146 3.423
H -3.975 0.448 4.280
H -4.603 -1.137 6.138
H -3.095 -5.589 5.672
H -1.786 -4.852 6.668
H -1.246 -2.428 2.661
O -0.098 2.303 1.122
S -1.238 3.249 1.520
C -1.087 3.372 3.320
C -0.648 4.795 3.656
C 0.253 5.248 2.509
C -0.515 4.882 1.246
H -0.319 2.631 3.550
H -2.031 3.054 3.755
H -0.144 4.826 4.622
H -1.521 5.449 3.721
H 1.197 4.693 2.534
H 0.481 6.312 2.551
H 0.097 4.806 0.345
H -1.350 5.562 1.061

The HOMO energy (alpha / beta) is -7.61 / -7.58 eV. Its charge is 0. The value obtained for the energy above the lowest of the compared OMol25 structures with the same formula, charge and spin is 63.1 kJ/mol. The value obtained for the LUMO energy (alpha / beta) is -0.30 / -1.00 eV. Its spin multiplicity is 4. The value obtained for the maximum force is 0.7 eV Å⁻¹.

Record 2
This record from the Open Molecules 2025 dataset describes a structure of composition C30H39BrINO13S. The level of theory is wB97M-V/def2-TZVPD.

CARTESIAN COORDINATES (ANGSTROEM)
C 2.715 0.814 2.840
C 1.951 1.067 1.951
C 0.886 1.264 1.014
C 0.026 2.359 1.085
C -0.993 2.481 0.160
I -2.240 4.157 0.378
C -1.166 1.527 -0.836
Br -2.606 1.686 -2.068
C -0.294 0.443 -0.948
C 0.729 0.334 -0.013
S 1.865 -1.010 -0.179
C 0.726 -2.255 -0.731
C 0.859 -3.567 -0.320
C -0.042 -4.522 -0.777
C -1.056 -4.136 -1.637
C -1.187 -2.824 -2.035
O -2.213 -2.466 -2.904
C -0.294 -1.853 -1.586
N -0.426 -0.500 -1.988
H 3.414 0.596 3.611
H 0.185 3.089 1.865
H 1.656 -3.828 0.364
H 0.068 -5.543 -0.441
H -1.766 -4.867 -2.003
H -2.826 -1.895 -2.422
H -1.333 -0.378 -2.421
C -7.298 -5.700 1.352
C -6.405 -5.438 2.546
O -5.052 -5.158 2.155
C -4.837 -3.936 1.672
O -5.654 -3.059 1.561
O -3.549 -3.845 1.335
C -3.189 -2.598 0.741
H -6.883 -6.498 0.735
H -8.293 -5.994 1.685
H -7.392 -4.811 0.731
H -6.340 -6.327 3.170
H -6.786 -4.623 3.162
H -3.475 -1.765 1.380
H -3.659 -2.510 -0.240
H -2.109 -2.605 0.615
C 5.934 2.220 2.059
C 5.291 1.830 0.744
O 5.603 2.775 -0.295
C 6.823 2.672 -0.812
O 7.658 1.853 -0.518
O 6.966 3.627 -1.733
C 8.260 3.675 -2.336
H 5.650 3.237 2.334
H 5.621 1.540 2.852
H 7.020 2.185 1.989
H 4.210 1.847 0.837
H 5.582 0.826 0.433
H 8.536 2.705 -2.746
H 9.004 3.996 -1.608
H 8.196 4.405 -3.138
C -9.448 6.265 2.769
C -8.031 6.740 2.535
O -7.114 5.646 2.381
C -7.150 5.032 1.199
O -7.848 5.329 0.264
O -6.266 4.034 1.224
C -6.239 3.241 0.035
H -9.484 5.585 3.621
H -10.101 7.114 2.968
H -9.831 5.733 1.900
H -7.669 7.290 3.402
H -7.966 7.400 1.669
H -6.087 3.863 -0.845
H -7.164 2.674 -0.062
H -5.403 2.555 0.141
C 7.892 -0.260 -2.724
C 7.857 -1.092 -1.461
O 6.587 -1.740 -1.281
C 6.364 -2.814 -2.037
O 7.126 -3.305 -2.829
O 5.136 -3.256 -1.759
C 4.706 -4.370 -2.544
H 7.068 0.456 -2.729
H 8.833 0.287 -2.786
H 7.797 -0.885 -3.610
H 7.976 -0.454 -0.587
H 8.655 -1.835 -1.446
H 5.419 -5.189 -2.484
H 4.568 -4.069 -3.581
H 3.752 -4.684 -2.128

The HOMO energy is -8.22 eV. Its charge is 0. The value obtained for the LUMO energy is 0.06 eV. The value obtained for the maximum force is 0.9 eV Å⁻¹.

Record 3
This record from the Open Molecules 2025 dataset describes a cluster of 5 separate species, C4H17O6 in total in a non-equilibrium geometry. The level of theory is wB97M-V/def2-TZVPD.

CARTESIAN COORDINATES (ANGSTROEM)
C 2.316 -0.972 -0.859
O 1.283 -1.745 -1.424
C 1.762 -0.133 0.278
C 0.448 0.671 0.104
C -0.085 0.961 1.474
O -0.436 -0.057 -0.610
H 2.693 -0.391 -1.706
H 3.131 -1.697 -0.517
H 1.554 -0.988 0.892
H 2.472 0.550 0.801
H 0.705 1.443 -0.557
H 0.516 1.670 2.088
H -0.163 -0.009 2.161
H -1.114 1.320 1.520
H 0.284 -1.371 -1.461
H 0.070 1.615 -3.345
H 0.661 1.034 -2.066
O 0.902 1.505 -2.878
H -1.410 -1.709 2.452
H -0.737 -2.230 1.299
O -0.644 -2.401 2.322
H -3.061 -0.252 0.062
H -1.515 -0.664 -0.033
O -2.408 -0.963 0.356
H -2.771 1.637 0.561
H -1.871 1.247 -0.527
O -2.581 1.928 -0.389

The HOMO energy is -5.01 eV. Its charge is -1. The value obtained for the energy above the lowest of the compared OMol25 structures with the same formula, charge and spin is 181.0 kJ/mol. The value obtained for the LUMO energy is 3.57 eV. The value obtained for the maximum force is 4.8 eV Å⁻¹.

Record 4
This record from the Open Molecules 2025 dataset describes a structure of composition C33H46OsP2Si in a non-equilibrium geometry. The level of theory is wB97M-V/def2-TZVPD.

CARTESIAN COORDINATES (ANGSTROEM)
P -0.261 -0.892 -3.197
P -2.237 -2.868 -0.770
C -0.848 -2.855 -3.266
C -2.198 -3.026 -2.640
H -0.019 -3.295 -2.643
H -0.706 -3.371 -4.224
H -2.924 -2.319 -3.060
H -2.526 -4.055 -2.825
C -1.917 -4.661 -0.502
H -2.000 -4.925 0.558
H -0.908 -4.941 -0.825
H -2.651 -5.242 -1.058
C -4.027 -2.904 -0.404
H -4.401 -3.916 -0.597
H -4.606 -2.220 -1.032
H -4.266 -2.669 0.641
C 1.087 -1.519 -4.321
H 1.742 -0.705 -4.604
H 0.807 -2.103 -5.210
H 1.668 -2.239 -3.725
C -1.566 -0.173 -4.385
H -2.560 -0.067 -3.903
H -1.750 -0.710 -5.343
H -1.228 0.836 -4.655
Os -0.976 1.514 -1.495
C -0.994 -2.856 1.042
C 0.363 -3.339 1.122
C 1.346 -3.840 0.145
C 2.548 -2.902 -0.247
C 2.226 -2.262 -1.568
C 0.870 -2.032 -1.683
C -0.937 -0.618 -0.648
C -0.905 -1.226 0.798
C 0.482 2.393 -2.549
H -1.714 -3.223 1.786
H 0.877 -3.117 2.081
H 0.792 -4.079 -0.782
H 1.785 -4.787 0.514
H 2.736 -2.149 0.521
H 3.483 -3.399 -0.376
H 2.947 -1.745 -2.199
H 0.433 0.680 -0.947
H -1.782 -1.032 -1.238
H -1.313 0.548 -0.208
H 0.021 -0.829 1.330
H -1.746 -0.755 1.396
H 0.330 3.456 -2.317
H 0.605 2.170 -3.598
H 1.319 2.025 -1.935
C -0.489 -0.098 4.917
C -1.489 0.563 4.193
C -1.163 1.263 3.021
C 0.117 1.220 2.442
C 1.115 0.572 3.209
C 0.831 -0.018 4.465
Si 0.374 1.945 0.583
C -0.440 3.631 0.991
C -1.356 4.125 0.088
C -2.087 5.287 0.392
C -1.948 5.860 1.660
C -0.998 5.376 2.567
C -0.211 4.260 2.232
C 2.229 2.491 0.827
C 2.657 3.777 1.222
C 3.958 4.025 1.699
C 4.901 2.992 1.711
C 4.543 1.733 1.211
C 3.243 1.518 0.706
H -0.717 -0.636 5.848
H -2.522 0.530 4.542
H -1.956 1.865 2.554
H 2.146 0.538 2.855
H 1.641 -0.456 5.060
H -1.544 3.531 -0.854
H -2.772 5.664 -0.360
H -2.602 6.693 1.929
H -0.873 5.842 3.547
H 0.530 3.884 2.947
H 1.961 4.614 1.233
H 4.227 5.020 2.067
H 5.912 3.167 2.083
H 5.273 0.917 1.209
H 3.010 0.550 0.249

The HOMO energy (alpha / beta) is -12.23 / -12.44 eV. Its charge is +2. The value obtained for the energy above the lowest of the compared OMol25 structures with the same formula, charge and spin is 640.7 kJ/mol. The value obtained for the LUMO energy (alpha / beta) is -6.56 / -9.95 eV. Its spin multiplicity is 5. The value obtained for the maximum force is 5.7 eV Å⁻¹.

Record 5
This record from the Open Molecules 2025 dataset describes a cluster of 2 separate species, C3H6OS in total in a non-equilibrium geometry. The level of theory is wB97M-V/def2-TZVPD.

CARTESIAN COORDINATES (ANGSTROEM)
C 1.742 -0.752 -0.346
C 0.862 0.197 0.406
C -0.410 -0.649 0.468
H 2.812 -0.440 -0.659
H 0.981 -1.182 -1.324
H 1.859 -1.533 0.454
H 1.573 0.259 1.413
H 0.082 1.984 0.933
H -0.125 -1.793 0.611
O 0.844 1.306 -0.247
S -1.694 -0.032 -0.163

The HOMO energy is -8.89 eV. Its charge is 0. The value obtained for the energy above the lowest of the compared OMol25 structures with the same formula, charge and spin is 595.7 kJ/mol. The value obtained for the LUMO energy is -0.94 eV. The value obtained for the maximum force is 7.9 eV Å⁻¹.

Record 6
This record from the Open Molecules 2025 dataset describes an isolated molecule of C5H10O in a non-equilibrium geometry. The level of theory is wB97M-V/def2-TZVPD.

CARTESIAN COORDINATES (ANGSTROEM)
C 2.115 -0.574 0.191
O 1.447 0.599 0.598
C 0.312 0.574 -0.177
C -0.933 1.279 0.307
C -1.725 0.111 -0.285
C -0.604 -0.873 -0.045
H 2.574 -0.445 -0.803
H 1.227 -1.258 0.054
H 2.883 -0.804 0.934
H 0.574 0.779 -1.233
H -0.924 1.256 1.402
H -1.189 2.280 -0.046
H -1.784 0.245 -1.371
H -2.692 -0.124 0.138
H -0.611 -1.245 0.997
H -0.670 -1.800 -0.662

The HOMO energy is -9.61 eV. Its charge is 0. The value obtained for the energy above the lowest of the compared OMol25 structures with the same formula, charge and spin is 238.8 kJ/mol. As for the SMILES: COC1CCC1. The value obtained for the LUMO energy is 1.17 eV. The value obtained for the maximum force is 2.3 eV Å⁻¹.

Record 7
This record from the Open Molecules 2025 dataset describes a structure of composition C5H8DyO3 in a non-equilibrium geometry. The level of theory is wB97M-V/def2-TZVPD.

CARTESIAN COORDINATES (ANGSTROEM)
Dy 1.198 -0.801 -1.676
O 0.794 0.291 0.338
O -1.385 0.330 0.894
C -1.901 0.427 -0.457
C -1.955 -0.911 -1.178
O -0.715 -1.425 -1.515
C -0.121 0.218 1.176
H -2.911 0.828 -0.318
H -1.300 1.172 -0.999
H -2.614 -0.747 -2.053
H -2.489 -1.626 -0.521
C 0.160 0.225 2.658
C 0.440 1.631 3.082
H -0.723 -0.173 3.174
H 1.021 -0.427 2.841
H 1.414 2.075 2.882
H -0.373 2.267 3.430

The HOMO energy (alpha / beta) is -15.62 / -16.13 eV. Its charge is +2. The value obtained for the energy above the lowest of the compared OMol25 structures with the same formula, charge and spin is 104.2 kJ/mol. The value obtained for the LUMO energy (alpha / beta) is -11.89 / -11.89 eV. Its spin multiplicity is 7. The value obtained for the maximum force is 3.6 eV Å⁻¹.

Record 8
This record from the Open Molecules 2025 dataset describes a cluster of 2 separate species, C4H8Cl4 in total in a non-equilibrium geometry. The level of theory is wB97M-V/def2-TZVPD.

CARTESIAN COORDINATES (ANGSTROEM)
Cl 0.982 2.111 -3.287
C 0.808 1.551 -1.638
C 0.473 2.757 -0.716
Cl -1.130 3.442 -1.051
H 1.771 1.088 -1.424
H 0.012 0.806 -1.619
H 1.291 3.477 -0.712
H 0.341 2.397 0.304
Cl -2.603 -2.536 0.889
C -1.077 -2.482 1.722
C -0.022 -1.987 0.850
Cl 1.084 -0.851 1.602
H -0.894 -3.487 2.100
H -1.173 -1.890 2.632
H -0.418 -1.585 -0.083
H 0.556 -2.810 0.431

The HOMO energy is -10.68 eV. Its charge is 0. The value obtained for the energy above the lowest of the compared OMol25 structures with the same formula, charge and spin is 53.6 kJ/mol. As for the SMILES: ClCCCl.ClCCCl. The value obtained for the LUMO energy is 0.65 eV. The value obtained for the maximum force is 2.8 eV Å⁻¹.

> maximum force of number 8 (C4H8Cl4)?

2.8 eV Å⁻¹

> Which formula does entry 5 have?

C3H6OS

> Look up the charge of the seventh one.

+2

> Which of these has the lowest maximum force?

C27H29BF3N5O5S6Tc